[1]
This record from the OMol25 dataset describes one molecule with the formula C8H13N3O. The level of theory is ωB97M-V/def2-TZVPD.

Output
* gap between HOMO and LUMO: 0.3028 hartree
* structure (SMILES): C#CN/C(=C\C(C)=N\O)N(C)C
* maximum force: 1.14 eV/Å
* energy above the lowest of the compared OMol25 structures with the same formula, charge and spin: 109.9 kcal per mole
* HOMO energy: -0.2719 Eh
* LUMO energy: 0.84 eV

```
! RIJCOSX wB97M-V def2-TZVPD def2/J DEFGRID3
* xyz 0 1
C 1.675 2.683 0.358
C 1.339 1.576 0.674
N 0.897 0.380 1.112
C -0.320 -0.054 0.540
C -0.302 -0.891 -0.535
C 0.889 -1.193 -1.275
C 0.770 -2.137 -2.436
N 2.008 -0.649 -0.943
O 3.105 -0.995 -1.764
N -1.429 0.400 1.180
C -2.750 0.317 0.613
C -1.301 1.169 2.396
H 2.005 3.632 0.067
H 1.626 -0.316 0.954
H -1.208 -1.352 -0.888
H 1.373 -1.774 -3.266
H -0.263 -2.254 -2.753
H 1.169 -3.108 -2.144
H 3.817 -0.434 -1.428
H -3.356 -0.428 1.139
H -3.246 1.288 0.691
H -2.694 0.049 -0.438
H -2.254 1.155 2.923
H -0.535 0.727 3.035
H -1.016 2.208 2.189
*
```


[2]
This record from the OMol25 dataset describes one molecule with the formula C15H25F4O5P. The level of theory is ωB97M-V/def2-TZVPD.

Output
* gap between HOMO and LUMO: 0.3216 hartree
* structure (SMILES): COCCCCCCC[C@@]1(P(C)O)C(=O)OC[C@@]1(O)C(F)(F)C(F)F
* maximum force: 5.31 eV/Å
* HOMO energy: -0.3046 Eh
* LUMO energy: 0.46 eV

```
! RIJCOSX wB97M-V def2-TZVPD def2/J DEFGRID3
* xyz 0 1
C -3.716 1.953 3.790
O -2.577 2.368 4.510
C -1.759 3.274 3.786
C -0.867 2.571 2.741
C 0.458 2.126 3.369
C 1.339 1.176 2.499
C 0.677 0.644 1.227
C 1.609 -0.288 0.424
C 0.737 -1.220 -0.466
C 1.196 -1.380 -1.919
P 1.770 0.196 -2.812
C 0.843 1.649 -2.147
O 3.362 0.288 -2.336
C 2.410 -2.312 -2.194
O 3.211 -2.719 -1.486
O 2.333 -2.530 -3.544
C 1.009 -2.304 -4.067
C 0.146 -2.132 -2.804
O -0.793 -1.102 -3.183
C -0.513 -3.407 -2.261
F -0.631 -4.284 -3.269
F 0.207 -4.016 -1.319
C -1.943 -3.266 -1.714
F -2.020 -2.476 -0.641
F -2.800 -2.887 -2.648
H -4.588 2.570 4.027
H -3.589 1.995 2.701
H -3.894 0.907 4.037
H -1.153 3.841 4.489
H -2.427 3.959 3.246
H -1.461 1.761 2.324
H -0.643 3.341 1.999
H 1.032 3.037 3.550
H 0.286 1.663 4.343
H 1.613 0.319 3.118
H 2.271 1.687 2.240
H 0.314 1.474 0.618
H -0.207 0.062 1.504
H 2.373 0.260 -0.123
H 2.072 -0.924 1.179
H 0.619 -2.166 0.063
H -0.259 -0.767 -0.506
H 1.135 1.974 -1.148
H 1.081 2.477 -2.818
H -0.227 1.479 -2.249
H 3.824 0.955 -2.860
H 0.897 -1.512 -4.796
H 0.829 -3.208 -4.656
H -1.322 -0.838 -2.415
H -2.258 -4.267 -1.407
*
```


[3]
This record from the OMol25 dataset describes a 2-piece molecular cluster, C2H7N2S overall. The level of theory is ωB97M-V/def2-TZVPD.

Output
* gap between HOMO and LUMO: 0.2714 hartree
* maximum force: 2.10 eV/Å
* energy above the lowest of the compared OMol25 structures with the same formula, charge and spin: 25.3 kcal per mole
* HOMO energy: -0.1180 Eh
* LUMO energy: 4.17 eV

```
! RIJCOSX wB97M-V def2-TZVPD def2/J DEFGRID3
* xyz -1 1
C 0.391 2.288 0.542
S 1.066 2.066 -1.166
H 1.011 2.767 1.261
H 0.043 1.355 0.891
H -0.524 2.894 0.661
N -0.323 -0.704 -0.848
C -0.439 -1.759 0.018
N -0.511 -3.060 -0.283
H -0.240 -1.141 -1.785
H 0.082 0.411 -0.923
H -0.467 -1.525 1.122
H -0.090 -3.593 0.510
*
```


[4]
This record from the OMol25 dataset describes one molecule with the formula C5H13NS. The level of theory is ωB97M-V/def2-TZVPD.

Output
* gap between HOMO and LUMO: 0.3449 hartree
* structure (SMILES): CCNCCCS
* maximum force: 2.69 eV/Å
* energy above the lowest of the compared OMol25 structures with the same formula, charge and spin: 19.4 kcal per mole
* HOMO energy: -0.3084 Eh
* LUMO energy: 0.99 eV

```
! RIJCOSX wB97M-V def2-TZVPD def2/J DEFGRID3
* xyz 0 1
C 2.267 1.260 -1.649
C 1.491 -0.033 -1.532
N 0.090 0.212 -1.173
C -0.696 -0.997 -0.986
C -0.627 -1.573 0.414
C -0.172 -0.595 1.539
S -1.309 0.792 1.871
H 3.304 0.969 -1.853
H 2.328 1.745 -0.675
H 1.848 1.956 -2.364
H 1.503 -0.644 -2.442
H 1.938 -0.616 -0.718
H -0.368 0.937 -1.697
H -1.701 -0.681 -1.277
H -0.502 -1.883 -1.617
H 0.167 -2.330 0.470
H -1.449 -2.163 0.829
H 0.818 -0.213 1.296
H 0.001 -1.140 2.466
H -2.259 0.189 1.180
*
```


[5]
This record from the OMol25 dataset describes CH3FKO2 as an isolated structure. The level of theory is ωB97M-V/def2-TZVPD.

Output
* gap between HOMO and LUMO: 0.2059 hartree
* maximum force: 0.84 eV/Å
* HOMO energy: -0.1128 Eh
* LUMO energy: 2.53 eV

```
! RIJCOSX wB97M-V def2-TZVPD def2/J DEFGRID3
* xyz -1 1
O 1.126 -0.157 0.028
C 1.062 0.235 1.343
K -0.311 0.148 -2.053
H 1.299 -0.592 2.052
H 1.769 1.058 1.600
H 0.051 0.600 1.644
O -2.310 -1.123 -1.758
F -2.687 -0.170 -2.858
*
```


[6]
This record from the OMol25 dataset describes a 2-piece molecular cluster, C6H10F3NO overall. The level of theory is ωB97M-V/def2-TZVPD.

Output
* <S²>: 2.02
* gap between HOMO and LUMO (spin up / spin down): 0.2607 / 0.3197 hartree
* maximum force: 3.38 eV/Å
* energy above the lowest of the compared OMol25 structures with the same formula, charge and spin: 0.0 kcal per mole
* HOMO energy (spin up / spin down): -0.2342 / -0.3777 Eh
* LUMO energy (spin up / spin down): 0.72 / -1.58 eV

```
! RIJCOSX wB97M-V def2-TZVPD def2/J DEFGRID3
* xyz 0 3
C -0.940 0.136 0.640
C 0.869 -2.187 -0.062
C 1.258 1.209 1.202
C 0.569 -0.954 -0.804
C 0.106 1.047 0.310
C -2.224 0.065 -0.220
N -0.166 1.934 -0.735
O -0.926 -0.653 1.582
F -2.021 0.064 -1.615
F -2.840 -1.083 0.086
F -3.121 0.989 0.169
H 1.815 -2.057 0.465
H 0.164 -2.557 0.706
H 1.103 -2.936 -0.760
H 1.125 2.045 1.920
H 1.622 0.207 1.697
H 2.125 1.561 0.551
H 1.462 -0.286 -1.035
H -0.147 -0.832 -1.596
H -0.338 1.540 -1.634
H 0.501 2.747 -0.868
*
```


[7]
This record from the OMol25 dataset describes C2H4N4O2 as an isolated structure. The level of theory is ωB97M-V/def2-TZVPD.

Output
* gap between HOMO and LUMO: 0.3254 hartree
* maximum force: 8.70 eV/Å
* energy above the lowest of the compared OMol25 structures with the same formula, charge and spin: 133.2 kcal per mole
* HOMO energy: -0.3203 Eh
* LUMO energy: 0.14 eV

```
! RIJCOSX wB97M-V def2-TZVPD def2/J DEFGRID3
* xyz 0 1
C -0.566 0.318 -0.145
C 1.287 1.090 -0.013
H -2.708 -1.382 0.623
H -3.907 -0.317 0.254
H 2.259 1.662 0.099
H 2.991 -1.236 0.429
N -2.899 -0.636 -0.084
N -1.889 0.460 0.000
N 0.134 1.494 -0.032
N 1.366 -0.352 0.538
O 2.401 -0.858 -0.310
O 0.105 -0.884 -0.116
*
```


[8]
This record from the OMol25 dataset describes a 4-piece molecular cluster, C18H42O14P2 overall. The level of theory is ωB97M-V/def2-TZVPD.

Output
* gap between HOMO and LUMO: 0.3994 hartree
* structure (SMILES): CCOP(=O)(OCC)OCC.CCOP(=O)(OCC)OCC.COC(=O)OC.COC(=O)OC
* maximum force: 4.69 eV/Å
* energy above the lowest of the compared OMol25 structures with the same formula, charge and spin: 78.6 kcal per mole
* HOMO energy: -0.3793 Eh
* LUMO energy: 0.55 eV

```
! RIJCOSX wB97M-V def2-TZVPD def2/J DEFGRID3
* xyz 0 1
C -1.688 6.332 -1.132
C -1.532 6.877 -2.504
O -0.189 6.926 -2.959
P 1.092 7.651 -2.228
O 0.642 8.920 -1.617
O 2.180 7.731 -3.450
C 3.402 8.426 -3.335
C 4.076 8.138 -4.667
O 1.753 6.588 -1.193
C 2.188 5.298 -1.739
C 1.230 4.211 -1.632
H -1.119 6.893 -0.390
H -2.738 6.544 -0.931
H -1.401 5.282 -1.059
H -2.166 6.328 -3.200
H -1.951 7.881 -2.571
H 3.309 9.512 -3.298
H 4.124 8.082 -2.595
H 3.891 7.082 -4.862
H 3.514 8.639 -5.454
H 5.132 8.406 -4.717
H 2.695 5.462 -2.690
H 3.096 5.079 -1.177
H 1.757 3.257 -1.602
H 0.687 4.209 -0.687
H 0.567 4.481 -2.454
C -0.602 -4.786 -2.440
C 0.035 -4.535 -1.052
O 0.552 -5.745 -0.661
P 1.403 -5.759 0.765
O 1.863 -7.026 1.295
O 2.615 -4.689 0.406
C 3.675 -5.176 -0.336
C 4.862 -4.871 0.433
O 0.321 -4.910 1.737
C 0.636 -4.986 3.146
C -0.604 -4.902 3.962
H 0.240 -5.176 -3.012
H -1.384 -5.541 -2.369
H -1.079 -3.892 -2.841
H 0.775 -3.743 -1.162
H -0.786 -4.351 -0.359
H 3.618 -6.241 -0.561
H 3.847 -4.795 -1.343
H 5.154 -3.822 0.394
H 4.707 -5.187 1.464
H 5.722 -5.414 0.041
H 1.226 -5.840 3.478
H 1.308 -4.165 3.395
H -0.304 -5.025 5.002
H -1.106 -3.935 3.998
H -1.202 -5.781 3.722
C -5.979 -3.482 2.688
O -5.185 -3.315 3.830
C -4.607 -2.067 3.970
O -4.766 -1.148 3.132
O -3.738 -1.962 4.974
C -3.980 -2.648 6.184
H -6.573 -4.394 2.623
H -5.271 -3.364 1.868
H -6.814 -2.809 2.494
H -4.513 -3.599 6.168
H -4.354 -1.898 6.882
H -3.019 -2.947 6.604
C -1.221 -1.991 1.683
O -1.239 -1.868 0.321
C -1.036 -0.680 -0.249
O -0.701 0.360 0.315
O -0.751 -0.961 -1.603
C -0.271 -0.010 -2.539
H -2.083 -1.481 2.114
H -0.297 -1.544 2.049
H -1.119 -3.036 1.977
H 0.049 -0.350 -3.524
H 0.483 0.591 -2.031
H -1.053 0.663 -2.890
*
```